1.
Computed, not measured: C29H18F5GdN4O7S as an isolated structure, with ωB97M-V/def2-TZVPD.

Calculated values
E_HOMO (spin up / spin down) (eV): -8.0993 / -8.1150
E (eV): -95919.8925
LUMO (spin up / spin down) (eV): -1.126 / -1.125
Expectation value of S²: 15.84
Energy relative to the best compared isomer or geometry (same formula, charge and spin) (kJ/mol): 22.45
Multiplicity: 8

Each line ends with the Löwdin spin population.
Positions of all 65 atoms, in Å:
Gd (0.40, 0.17, 0.24)  7.1019
S (5.70, -1.71, 6.01)  -0.0001
N (4.09, -1.68, 6.05)  0.0000
C (3.67, -1.37, 4.84)  -0.0001
C (2.30, -1.22, 4.43)  -0.0003
C (1.22, -1.39, 5.30)  0.0005
C (-0.06, -1.22, 4.81)  -0.0003
C (-0.22, -0.90, 3.47)  0.0000
N (0.79, -0.73, 2.63)  -0.0099
C (2.04, -0.86, 3.10)  -0.0003
C (3.15, -0.63, 2.15)  0.0002
N (2.82, -0.23, 0.91)  -0.0027
C (3.79, -0.01, 0.03)  0.0004
C (5.14, -0.19, 0.33)  0.0000
C (5.49, -0.58, 1.61)  0.0003
C (4.48, -0.80, 2.54)  0.0000
C (4.74, -1.17, 3.91)  0.0000
N (5.93, -1.33, 4.46)  0.0000
H (1.41, -1.65, 6.33)  0.0000
H (-0.92, -1.33, 5.45)  -0.0001
H (-1.21, -0.78, 3.04)  0.0001
H (3.47, 0.33, -0.94)  0.0001
H (5.89, -0.02, -0.43)  0.0000
H (6.52, -0.72, 1.91)  0.0000
C (-2.18, 1.80, -2.77)  0.0001
C (-1.67, 0.60, -2.00)  0.0012
C (-2.16, -0.71, -2.61)  0.0001
O (-0.21, 0.56, -2.03)  -0.0039
C (-2.19, 0.77, -0.53)  0.0001
O (-3.34, 0.50, -0.29)  -0.0066
O (-1.32, 1.29, 0.29)  -0.0401
H (-1.88, 1.75, -3.82)  0.0001
H (-1.81, 2.73, -2.33)  0.0000
H (-3.27, 1.81, -2.72)  0.0000
H (-1.97, -0.70, -3.69)  0.0000
H (-3.22, -0.82, -2.42)  0.0000
H (-1.63, -1.55, -2.17)  0.0001
H (0.11, 1.42, -2.31)  0.0002
F (-0.79, 6.27, 2.01)  -0.0002
C (-0.23, 5.23, 1.37)  -0.0007
C (-0.03, 5.27, 0.00)  0.0001
F (-0.40, 6.35, -0.68)  0.0001
C (0.55, 4.20, -0.66)  -0.0009
F (0.69, 4.26, -2.00)  -0.0001
C (0.96, 3.02, -0.01)  0.0006
O (1.48, 2.00, -0.59)  -0.0163
C (0.72, 3.05, 1.38)  -0.0001
F (1.02, 1.89, 2.06)  -0.0002
C (0.14, 4.09, 2.07)  0.0002
F (-0.06, 3.99, 3.38)  0.0002
O (2.06, -4.15, -0.81)  -0.0006
C (0.87, -4.66, -0.54)  0.0002
C (0.70, -6.04, -0.52)  0.0000
C (-0.54, -6.58, -0.25)  0.0002
C (-1.65, -5.71, 0.01)  0.0000
C (-1.50, -4.33, 0.02)  0.0001
C (-0.25, -3.77, -0.23)  -0.0003
C (-0.04, -2.34, -0.12)  0.0023
O (1.03, -1.80, -0.62)  -0.0152
O (-0.89, -1.61, 0.49)  -0.0102
H (1.94, -3.16, -0.85)  -0.0001
H (1.55, -6.67, -0.73)  0.0000
H (-0.68, -7.65, -0.23)  0.0000
H (-2.63, -6.14, 0.22)  0.0000
H (-2.33, -3.67, 0.23)  0.0000

***

2.
Computed, not measured: C5H6N2O in the gas phase, with ωB97M-V/def2-TZVPD.

Calculated values
E_HOMO (eV): -9.1879
E (eV): -10308.2248
LUMO (eV): 0.684
SMILES string: [H]/N=C1\C=CCN1C=O
Energy relative to the best compared isomer or geometry (same formula, charge and spin) (kJ/mol): 133.03

Each line ends with the Mulliken charge.
Positions of all 14 atoms, in Å:
H (-2.25, -1.31, 0.74)  0.2389
N (-1.82, -0.57, 0.12)  -0.6205
C (-0.61, -0.49, 0.45)  0.5077
C (0.28, -1.09, 1.50)  -0.4909
C (1.43, -0.41, 1.60)  -0.3889
C (1.42, 0.57, 0.50)  -0.5505
N (0.22, 0.33, -0.23)  0.0770
C (-0.08, 0.85, -1.52)  -0.1179
O (-0.98, 0.67, -2.28)  -0.4430
H (0.20, -2.06, 1.97)  0.3733
H (2.09, -0.53, 2.43)  0.4012
H (1.29, 1.65, 0.64)  0.3558
H (2.40, 0.47, -0.09)  0.2654
H (0.72, 1.49, -1.78)  0.3926

***

3.
Computed, not measured: a 8-piece molecular cluster, C5H24ClN10O11 overall, with ωB97M-V/def2-TZVPD.

Calculated values
E_HOMO (eV): -6.8339
E (eV): -55518.0053
LUMO (eV): 2.378
Charge: -1
Energy relative to the best compared isomer or geometry (same formula, charge and spin) (kJ/mol): 0.00

Each line ends with the Mulliken charge.
Positions of all 51 atoms, in Å:
Cl (4.39, 1.66, 11.89)  1.6527
O (4.28, 3.09, 11.84)  -0.7410
O (4.14, 1.01, 10.61)  -0.7939
O (5.73, 1.35, 12.31)  -0.5844
O (3.40, 1.24, 12.84)  -0.9144
O (1.03, 0.16, 11.57)  -0.6759
H (1.78, 0.52, 12.04)  0.4061
H (1.07, 0.57, 10.71)  0.3053
O (5.95, 4.91, 10.20)  -0.6038
H (5.54, 4.17, 10.65)  0.3505
H (6.43, 4.52, 9.47)  0.3013
C (8.91, 4.17, 12.28)  0.6300
O (8.52, 5.32, 12.49)  -0.6583
N (8.43, 3.12, 12.98)  -0.3542
N (9.79, 3.78, 11.46)  -0.3570
H (7.55, 3.32, 13.43)  0.1661
H (8.61, 2.24, 12.52)  0.2616
H (10.24, 4.47, 10.87)  0.2435
H (10.11, 2.83, 11.53)  0.1782
C (6.05, 4.99, 14.76)  0.8586
O (5.66, 5.89, 14.06)  -0.6974
N (6.86, 5.18, 15.71)  -0.3860
N (5.73, 3.73, 14.67)  -0.1187
H (7.17, 6.13, 15.86)  0.2399
H (7.13, 4.46, 16.37)  0.1450
H (5.02, 3.48, 13.99)  -0.2489
H (6.00, 3.08, 15.40)  0.0921
C (3.91, -1.27, 7.67)  0.5606
O (4.95, -0.68, 7.46)  -0.6686
N (3.11, -1.14, 8.70)  -0.2966
N (3.43, -2.11, 6.89)  -0.3938
H (2.19, -1.45, 8.41)  0.1880
H (3.26, -0.47, 9.44)  0.3191
H (2.68, -2.77, 7.05)  0.1762
H (3.93, -2.19, 6.01)  0.2359
C (2.11, 3.43, 15.55)  0.7054
O (1.74, 4.19, 16.39)  -0.7182
N (1.80, 3.45, 14.33)  -0.2517
N (2.92, 2.49, 15.75)  -0.2838
H (1.29, 4.21, 13.91)  0.1774
H (2.13, 2.67, 13.77)  0.1619
H (3.21, 2.28, 16.69)  0.1865
H (3.14, 1.78, 15.05)  0.1341
C (8.29, -1.21, 14.14)  0.6662
O (8.93, -1.61, 15.08)  -0.7148
N (8.52, -1.58, 12.93)  -0.3399
N (7.30, -0.35, 14.21)  -0.1320
H (7.90, -1.21, 12.23)  0.1773
H (9.36, -2.11, 12.72)  0.2061
H (6.90, -0.01, 15.07)  0.1332
H (6.93, -0.09, 13.31)  0.0746

***

4.
Computed, not measured: a 2-piece molecular cluster, C4H12N2Si overall, with ωB97M-V/def2-TZVPD.

Calculated values
E_HOMO (eV): -9.0220
E (eV): -15199.0704
LUMO (eV): 0.420
SMILES string: [H]/N=[Si](\N)CC.C=C
Energy relative to the best compared isomer or geometry (same formula, charge and spin) (kJ/mol): 196.82

Each line ends with the Mulliken charge.
Positions of all 19 atoms, in Å:
H (-0.32, 1.71, 2.72)  0.1931
N (-0.12, 1.19, 1.95)  -0.6365
Si (-0.96, -0.13, 1.54)  0.3967
N (-1.95, -1.29, 2.32)  -0.4445
C (-1.06, -0.66, -0.24)  -0.4120
C (-0.94, 0.45, -1.21)  -1.2255
H (-2.14, -1.26, 3.31)  0.2112
H (-2.10, -2.21, 1.90)  0.2395
H (-0.15, -1.36, -0.38)  0.2626
H (-1.82, -1.37, -0.51)  0.5003
H (-0.73, -0.17, -2.10)  0.3425
H (-1.81, 1.11, -1.26)  0.3478
H (-0.06, 1.15, -1.08)  0.1973
C (2.42, -0.10, -1.58)  -0.3068
C (2.31, 0.97, -0.81)  -0.2662
H (3.37, -0.49, -1.98)  0.2542
H (1.44, -0.42, -1.90)  0.0828
H (3.16, 1.64, -0.53)  0.2163
H (1.47, 1.24, -0.18)  0.0471